Entry 1:
A 9-piece molecular cluster, C16H34F14N8O16PS overall at a distorted geometry, computed with ωB97M-V with the def2-TZVPD basis set.

**Charge**: +1

XYZ file:
```
90
Properties=species:S:1:pos:R:3:forces:R:3
N 2.348945 8.846447 -4.694753 -0.05 0.04 -0.12
F -2.111244 1.809710 -1.441518 -1.12 1.03 -0.24
N -2.917711 6.251889 -1.414119 -0.06 0.10 -0.04
C 1.891483 -1.936672 4.605609 -0.13 -0.06 -0.13
O 7.950242 -0.431855 1.700779 -0.21 -0.09 0.06
C -0.047807 4.598631 -1.863760 -0.12 -0.05 0.01
F -2.566507 1.377039 1.028032 -0.33 1.00 0.31
C -1.730205 0.644893 -0.963773 1.32 -1.79 -0.43
N -5.591556 -6.810749 -3.645151 0.03 -0.07 -0.01
O -4.961175 -7.376019 -2.768569 -0.03 0.10 -0.19
O -5.722370 -7.199804 -4.785428 0.07 0.04 0.23
O 1.331253 2.842888 -2.501908 0.07 0.18 0.06
H 1.287235 -1.459659 5.372014 0.10 -0.04 0.08
H 2.271093 -2.895107 4.947968 0.02 0.06 0.10
C -6.257769 -5.526305 -3.290574 -0.01 0.05 0.15
C -0.763290 -6.687091 -1.154049 -0.13 -0.12 -0.22
H -0.775779 3.796048 -1.871393 0.08 -0.04 -0.03
P 0.461039 -2.027275 -1.184312 1.80 0.38 -0.30
S -5.737481 -2.532221 -0.465946 -0.99 -2.25 0.62
F -4.402335 0.268589 -1.071400 0.01 -0.30 -0.96
F -4.196220 -1.967431 1.557382 -0.25 0.05 1.80
F -4.963478 -3.921369 -0.604215 0.40 0.01 -0.17
H 5.435860 2.449293 8.568159 0.05 0.10 -0.07
O -2.192574 6.424523 -0.452278 -0.06 -0.09 -0.20
F -0.449095 0.854187 -0.546338 0.48 -0.07 0.62
H 2.950975 7.306962 -3.412890 -0.01 0.08 0.07
H -4.729015 5.890004 -0.433656 0.08 -0.05 0.07
H -3.791408 4.429314 -0.876408 0.02 0.06 0.12
F -7.002930 -3.261273 -1.051564 -0.22 0.21 -0.44
H -4.673265 5.345059 -2.136358 0.07 0.06 -0.02
C 2.154754 -1.431174 -0.817749 -0.33 0.19 0.39
N 1.276001 4.038793 -2.252581 -0.09 -0.14 -0.02
H 3.497169 -2.847816 0.160672 -0.36 -0.42 0.20
N 6.638586 1.481535 7.158455 0.02 -0.05 0.03
H 8.189442 -0.356437 4.284193 0.04 0.10 -0.06
O 6.182598 -1.488464 2.353393 0.09 0.05 -0.13
O 0.541057 -5.318904 -2.505165 0.05 0.24 0.24
C -2.499853 0.256117 0.316966 -0.70 1.13 -0.18
O 1.903384 8.760103 -5.822952 0.11 0.06 0.20
H 0.050393 5.021914 -0.868436 0.06 0.12 -0.08
F -3.142171 -2.465161 -0.156073 1.07 -0.10 -1.35
C 2.016655 7.754043 -3.738225 -0.08 -0.14 0.00
H -0.309426 5.365048 -2.589067 0.08 0.09 0.09
F -6.593483 -1.241705 -0.287705 0.34 0.76 -0.27
C -0.236569 -0.870010 -2.414169 -0.98 -0.67 -0.22
O 1.112584 -5.546584 -0.432942 -0.04 0.29 -0.20
H -6.052967 -5.310416 -2.250692 0.02 -0.11 0.00
H 3.268047 -1.320252 1.007660 0.11 -0.10 0.09
O 3.217132 -0.619655 3.223065 -0.07 0.02 0.26
H 5.023672 2.773701 6.855734 0.09 0.07 0.06
O 2.208936 4.807825 -2.294329 -0.11 -0.21 -0.03
H 1.485745 8.201569 -2.902611 0.12 0.03 0.03
H 6.416137 -0.423531 4.493305 -0.01 -0.04 -0.08
H -2.349469 -1.244367 -1.974823 0.06 0.07 0.24
N 3.065326 -1.056554 4.350518 0.11 0.03 -0.06
N 0.393843 -5.775973 -1.382718 -0.19 -0.46 0.01
H 7.168507 1.001148 3.717495 0.14 -0.01 -0.05
H -7.323736 -5.649746 -3.458825 0.04 0.02 -0.13
C -1.671797 -0.399516 -2.089964 0.24 0.24 -0.66
C -4.172897 -1.757658 0.277428 -0.48 -0.03 -0.41
C 2.763740 -2.092355 0.432639 0.43 0.91 -0.38
C -4.128673 5.410107 -1.201132 -0.16 -0.01 -0.14
H -1.308541 -6.795127 -2.084863 0.07 0.03 -0.02
H -1.387085 -6.236450 -0.386838 0.10 -0.05 0.09
C 5.313996 2.017268 7.579116 -0.18 -0.13 0.05
O -2.734655 6.706222 -2.525757 0.11 -0.12 0.21
H -0.365806 -7.642382 -0.823326 0.01 0.06 0.11
H -0.262671 -2.126617 0.010570 -0.10 0.12 -0.33
H -0.317168 -1.413606 -3.359500 0.12 -0.19 0.11
O 3.044841 9.747416 -4.273524 -0.12 -0.15 -0.09
H 0.427205 -0.035438 -2.627858 0.19 0.02 0.44
H 0.644791 -3.321174 -1.719100 -0.42 0.24 0.06
O 6.712320 0.291118 6.914676 0.07 0.22 0.01
H -1.996244 0.113891 -2.996805 -0.21 0.05 0.11
C 7.227869 -0.073416 3.866627 -0.16 -0.10 0.17
F -5.298277 -2.171417 -1.936175 0.25 0.68 -0.06
N 7.110878 -0.717791 2.528483 0.02 0.03 0.05
F -6.195561 -3.022851 0.959728 -0.10 0.29 0.38
H 1.334990 -2.046773 3.682381 0.08 0.04 -0.03
F 1.740371 -2.583894 1.230504 -0.04 -0.40 -0.01
F -1.812240 -0.576898 1.081529 0.63 -1.32 0.01
O 7.553971 2.274929 7.087555 -0.13 -0.17 -0.05
C -3.982465 -0.230899 0.090283 0.55 0.43 0.29
H 1.395843 7.025318 -4.247146 0.03 0.07 -0.08
F -4.708027 0.348490 1.027418 -0.70 0.22 0.78
H -5.845293 -4.756656 -3.937298 -0.10 -0.05 -0.10
O 3.796519 -0.832928 5.291487 -0.09 0.05 -0.18
H 2.794255 -1.549311 -1.693878 -0.17 -0.27 -0.10
H 4.601048 1.200504 7.595790 0.08 -0.04 -0.04
H 2.077561 -0.349802 -0.675027 -0.22 -0.03 0.08
```
Forces are in eV/Å.

Entry 2:
An isolated ion of composition C16H34N3S and charge +1 at a distorted geometry, computed with ωB97M-V with the def2-TZVPD basis set.

**Charge**: +1
**SMILES string**: CCCCCCCCCCCCCNC1=[N+](S)CCN1

XYZ file:
```
54
Properties=species:S:1:pos:R:3:forces:R:3
C -0.648286 -2.978677 1.564359 -0.36 0.13 1.39
C 0.190824 -1.672906 2.099056 0.03 0.42 -0.80
H 3.080532 1.150666 4.654848 0.09 0.82 -1.27
H -1.027273 0.035643 -1.532329 -0.09 -1.16 -1.92
H 0.676579 -0.447285 -4.205952 -0.25 -0.02 2.41
H -0.172112 -3.522388 0.643303 -0.91 1.33 1.65
C -2.819393 -2.243688 -1.348191 -0.27 -0.90 -0.78
N 1.274091 1.399820 1.956347 1.26 -1.02 -0.68
H 2.133968 2.518960 -0.257211 -0.42 -0.85 1.22
H -0.449690 -2.514612 -1.269718 -1.74 0.59 -1.27
H -0.678130 -3.769492 2.457496 0.24 1.60 -2.07
H -3.298888 -1.155350 -1.257305 1.22 -2.33 0.17
H 1.012858 0.787652 -1.148474 0.34 0.08 -2.11
N 2.763156 1.639647 3.770938 -2.59 -3.93 0.65
C 0.598581 2.505296 2.757740 0.93 -0.33 0.98
H -1.663917 -0.237416 -3.329865 1.04 -0.94 1.81
C 0.039365 3.268122 -2.217742 -0.95 0.34 -1.05
C -0.957353 -0.641477 -2.487791 0.83 -0.57 0.22
C -2.942527 -3.135672 0.024313 -1.04 0.29 0.19
C -2.201747 -2.493319 1.338143 -0.90 -0.87 0.14
H -2.139203 3.770990 -1.768804 1.24 -2.33 -0.18
H -0.567588 2.368807 2.768405 2.42 0.21 0.36
H 0.753992 1.501773 4.755969 1.66 2.02 -0.65
H -0.107655 4.218680 -2.924366 0.47 -2.03 1.56
H 3.217165 -1.227949 3.431030 -1.21 1.12 -1.07
H -2.620033 -4.262219 -0.142037 -0.46 2.40 0.23
H 0.561394 3.660816 -1.246759 -0.75 -0.88 -1.84
H -2.342792 -1.331794 1.298309 0.56 -2.10 0.03
H 1.940526 2.702374 -3.361649 -2.36 -1.10 0.37
C 1.798067 -1.697254 1.744065 -0.97 -0.14 -0.67
H 0.336145 1.898077 -4.069035 1.04 0.69 1.87
H -2.823368 -2.864382 2.284819 1.38 0.87 -2.00
H 2.452023 0.631123 -2.409297 -2.38 0.45 0.52
H 0.071806 -1.520288 3.266146 0.14 -0.41 -2.42
C 1.430946 2.300122 4.184358 -2.80 0.43 -0.58
C 0.592087 -0.532988 -3.032983 0.17 0.35 0.95
C -1.306862 -2.179868 -1.992569 -0.32 0.93 -1.15
H 1.982249 -1.237507 0.669249 -0.29 -1.04 2.29
N 2.508427 -0.792396 2.771365 -0.66 3.01 -0.47
C 1.278860 0.794727 -2.288234 0.96 -0.99 -1.47
H 0.973027 3.470976 2.197121 -1.51 -1.73 1.64
H 2.237579 -2.780613 1.797155 -0.66 2.27 0.10
H 1.214952 -1.493384 -2.730431 -1.35 1.89 -0.51
H 1.475865 3.357662 4.687503 0.50 -2.45 -0.64
H -1.528057 2.314276 -0.729813 0.08 0.65 -2.50
C -1.488349 2.772103 -1.828053 0.00 1.05 0.45
H -1.275603 -2.850845 -2.967119 0.06 1.16 2.18
S 2.478651 2.378281 1.096683 1.57 -0.51 -1.68
C 2.223020 0.549644 2.821296 0.42 2.21 1.11
C 0.904559 2.178113 -3.085147 0.64 0.47 0.83
H -4.106619 -3.178264 0.284783 2.51 0.07 -0.57
H -3.494619 -2.798365 -2.161453 1.37 1.24 1.80
H -1.953011 2.046847 -2.636707 1.02 1.53 1.82
H -0.260970 -0.724071 1.533984 1.08 -2.00 1.43
```
Forces are in eV/Å.

Entry 3:
A 2-piece molecular cluster, C16H34N5O4 overall at a distorted geometry, computed with ωB97M-V with the def2-TZVPD basis set.

**Charge**: +1

XYZ file:
```
59
Properties=species:S:1:pos:R:3:forces:R:3
C -3.635091 -4.917174 -2.925588 -0.18 -0.10 0.31
H -1.816442 -3.318461 -7.135259 -0.15 0.07 0.09
N -2.763389 -2.255382 1.786794 1.85 3.84 0.72
O -2.833065 -3.105552 -4.680877 -0.04 -0.28 0.06
H -1.002559 2.981282 -0.034851 0.55 1.06 1.07
H -0.809298 4.779237 0.385218 0.27 -1.41 0.17
H 1.404738 4.619007 1.078335 -0.25 -1.78 0.24
H -0.254094 -2.029352 -0.532149 -0.85 -0.16 0.59
O -3.663085 -5.188899 -4.321484 0.12 0.24 -0.11
C -0.591867 3.723233 0.735600 0.54 -0.08 1.11
C -2.867935 -3.563690 -7.297053 0.13 0.30 -0.43
N -1.048416 -2.414452 -0.007205 -0.39 0.31 0.58
H 0.518571 0.830643 1.775511 -0.74 -0.64 -1.20
H -3.488583 -2.668282 -7.227083 0.15 -0.05 0.11
H 1.120970 2.113809 -0.864430 0.56 1.00 0.96
H -2.591189 -3.394352 -0.738975 0.64 -0.32 0.29
H 3.380295 1.548202 -0.882891 -0.12 1.24 1.08
C -1.333010 3.541792 2.174156 -1.05 0.67 -0.51
N -1.133945 -0.547137 1.507670 -0.93 -3.63 -1.29
H -1.141638 -3.859751 -1.311603 -0.35 -0.10 0.83
H 7.250292 0.382194 3.592598 -0.92 -0.18 -1.30
O -3.303936 -4.553150 -6.364655 -0.01 0.05 0.59
N -1.974427 -0.210386 2.516289 -2.02 -0.39 2.78
H -2.536119 1.045849 4.113703 1.53 -0.01 -1.02
H -2.613797 -4.724213 -2.593192 -0.10 0.04 -0.14
H -0.385257 0.839315 0.097396 0.86 -0.49 1.23
H -0.718068 1.248715 3.590064 -1.37 -0.41 -0.36
H -4.286997 -4.074514 -2.683379 0.16 0.03 -0.05
H 6.879324 -0.847134 2.240120 -0.08 1.40 0.41
H -0.597920 3.526343 3.041234 -0.77 -0.01 -1.15
C -3.226670 -4.173549 -5.083559 -0.08 -0.20 -0.43
H 3.152333 2.329548 2.208828 0.15 -1.19 -1.33
C -2.967195 -1.200569 2.749672 3.65 -0.45 -3.71
C 3.209161 2.363663 -0.087240 -0.12 -1.03 -0.13
H 1.125632 2.946620 1.907770 0.28 0.74 -1.25
C 5.058285 1.499571 1.473754 -1.01 0.96 1.05
C -1.788021 1.099578 3.247638 -1.62 0.52 -0.66
N -1.632173 -3.644025 -0.422429 -0.19 0.17 -1.49
H -3.379978 2.540967 2.555552 1.69 -0.29 -0.44
H -2.975155 -3.980799 -8.298084 -0.08 -0.18 0.24
H 0.840954 -0.467359 0.535468 -1.23 0.53 0.78
H 4.035375 3.133324 -0.275545 -1.36 -0.80 0.43
C 1.014695 3.545970 0.952271 -1.16 0.49 -1.05
C 1.726994 2.919456 -0.330663 0.73 0.87 -0.24
H 1.827407 3.776307 -1.092566 -0.31 -1.33 0.99
H -3.761865 -1.158552 3.560992 1.37 0.04 -1.36
H -2.381627 1.817907 1.205012 0.02 0.55 1.23
H -4.005975 -5.800043 -2.405171 0.03 -0.02 -0.28
O 5.356388 0.596373 2.571236 0.59 0.18 -1.09
H -1.976381 4.482285 2.326323 0.94 -1.44 -0.07
C 3.451790 1.659845 1.325370 1.82 0.37 -0.07
C -2.307853 2.271087 2.243798 0.29 -0.15 0.20
H 5.552577 1.200178 0.495560 -0.60 0.19 1.16
H 5.422207 2.534508 1.825127 -0.21 -1.31 -0.98
H 7.287779 0.935114 1.821039 -0.40 -1.20 1.16
C 6.762852 0.238114 2.569850 0.56 0.29 -0.48
H 3.014908 0.614776 1.402753 0.26 1.33 -0.07
C -1.636165 -1.806192 1.030830 -0.55 1.77 2.34
C 0.035660 0.218158 0.952398 -0.44 0.40 -0.12
```
Forces are in eV/Å.

Entry 4:
An isolated ion of composition C16H34N5S2 and charge +1 at a distorted geometry, computed with ωB97M-V with the def2-TZVPD basis set.

**Charge**: +1

XYZ file:
```
57
Properties=species:S:1:pos:R:3:forces:R:3
H -1.871968 2.904636 -1.989197 0.02 0.05 0.03
H -2.663230 0.373938 -1.761201 0.08 0.05 -0.10
H 0.573199 3.965436 -3.497192 0.11 -0.03 0.01
C -0.899446 3.395568 -2.037050 -0.08 0.05 -0.46
N 0.939397 -3.189057 0.822966 -0.01 -0.11 0.56
C -2.128398 -1.277968 0.340332 -0.06 0.18 -0.08
C -1.071138 -1.111197 -1.806654 0.10 0.04 -0.17
H 1.820388 0.170308 0.200409 -0.07 -0.02 -0.02
S 0.838160 1.740281 1.118588 0.37 0.68 0.71
H 3.420727 -2.489401 5.431878 -0.03 0.02 0.08
S 2.017214 -1.079940 -0.351910 0.44 -0.17 -0.24
C 0.686349 -1.856854 3.377978 0.09 -0.46 0.26
H 2.311802 -3.277704 3.388567 -0.01 -0.10 -0.03
H 2.972725 -0.019272 3.696991 0.00 0.14 -0.08
N -1.184932 0.879053 -0.391714 0.11 0.21 -0.11
H 0.520742 -4.786878 -0.432451 0.10 0.04 -0.03
N 0.001116 2.784985 -1.077208 0.10 -0.03 -0.13
H 0.362803 -1.028083 4.009020 -0.11 -0.01 -0.08
C -1.325290 3.837980 -4.505457 0.22 0.13 0.08
H 0.822976 3.337536 -0.864902 -0.09 -0.25 0.11
H -3.119628 -1.293644 -0.138566 -0.01 -0.07 0.08
C 1.760218 -2.672468 4.111707 -0.10 0.23 0.21
H -2.290869 5.632892 -5.196244 -0.07 0.12 -0.03
H -0.038353 -1.110897 -2.168982 -0.11 0.04 -0.10
H -2.240016 3.243968 -4.442228 -0.02 -0.09 -0.07
C -1.572574 0.339135 -1.676389 -0.10 -0.21 -0.34
C 1.271867 -1.908631 0.977879 0.20 0.44 0.24
C 0.456647 -3.699386 -0.440786 -0.48 -0.04 -0.38
H -1.355184 -3.609039 -1.612053 -0.08 -0.03 0.05
H 1.472244 -0.314360 2.167673 -0.13 -0.26 -0.21
H -0.188634 -2.482219 3.170763 -0.04 0.13 0.00
H -0.029457 2.323935 -3.696602 0.07 -0.01 0.07
H -1.037330 4.439271 -1.739483 -0.10 -0.13 0.04
H -1.694978 -1.621387 -2.556562 0.02 0.03 0.03
H -0.762126 5.919611 -4.371970 0.09 0.12 0.01
H -1.139756 0.918760 -2.486297 -0.10 0.03 0.02
H 4.381069 -0.446296 4.646389 0.08 0.12 -0.02
C 2.743689 -1.813398 4.907628 0.04 -0.12 -0.24
H -2.192313 -1.882136 1.246728 -0.04 0.03 -0.03
H 0.569656 -3.659864 1.639412 0.11 0.08 -0.02
C 3.568316 -0.856646 4.053585 -0.01 -0.12 0.24
N -1.094386 -1.804953 -0.526646 -0.31 0.01 0.02
N 1.174858 -1.287978 2.137552 0.12 0.01 -0.20
C -1.746032 0.151925 0.735593 -0.26 -0.20 0.51
C -0.326241 3.348500 -3.456190 -0.40 -0.08 -0.02
C -1.666758 5.316457 -4.365132 -0.05 -0.22 -0.08
H -1.009930 0.142005 1.540779 -0.15 -0.03 -0.17
C -0.212336 1.791030 -0.210164 0.25 0.12 0.13
H 1.257775 -3.350732 4.802953 -0.03 -0.08 -0.05
H -2.210417 5.513896 -3.444833 -0.06 0.11 0.09
H 1.085104 -3.313686 -1.242794 -0.01 -0.14 0.02
C -1.006684 -3.245857 -0.638159 0.36 -0.06 -0.04
H 2.198120 -1.246830 5.664153 -0.02 -0.04 0.10
H -1.624157 -3.712146 0.133789 0.00 -0.01 -0.04
H 4.003002 -1.373383 3.200542 0.07 0.00 -0.14
H -0.890500 3.668663 -5.491844 -0.07 -0.07 -0.02
H -2.637101 0.682518 1.093008 0.07 -0.05 0.03
```
Forces are in eV/Å.

Here are the calculated highest occupied orbital energy numbers, same order: -12.266, -12.343, -11.720, -11.328 (eV).
Here are the calculated energy above the lowest of the compared OMol25 structures with the same formula, charge and spin numbers, same order: 0.0, 1110.3, 630.3, 62.9 (kJ/mol).
Here are the calculated gap between HOMO and LUMO numbers, same order: 9.26, 8.11, 8.82, 9.30 (eV).